ORCA calculation (wB97M-V/def2-TZVPD) on a cluster of 9 separate species, C24H43N5O6S2 in total.

```
80
C24H43N5O6S2 | the Open Molecules 2025 dataset | wB97M-V/def2-TZVPD
O 0.636 1.965 -1.039
S 0.980 0.758 -0.266
O 2.383 0.429 -0.027
C 0.244 0.854 1.433
C -0.845 -0.291 1.532
C -0.296 -1.403 0.467
C 0.037 -0.705 -0.768
H -0.180 1.852 1.542
H 1.067 0.611 2.104
H -0.997 -0.825 2.470
H -1.858 0.107 1.479
H -1.126 -2.090 0.298
H 0.570 -1.903 0.900
H -0.803 -0.320 -1.346
H 0.631 -1.289 -1.471
O -6.671 -7.382 -1.097
S -5.601 -7.116 -0.061
O -4.562 -6.165 -0.243
C -6.359 -6.389 1.451
C -6.167 -7.433 2.600
C -4.938 -8.307 2.404
C -5.048 -8.641 0.897
H -7.445 -6.300 1.434
H -6.118 -5.363 1.730
H -6.303 -7.119 3.635
H -6.924 -8.210 2.492
H -5.217 -9.160 3.024
H -4.098 -7.716 2.769
H -5.768 -9.445 0.746
H -4.149 -9.085 0.469
C 5.247 4.192 -4.257
C 6.362 4.886 -5.042
C 7.119 4.143 -6.101
O 6.599 6.070 -4.946
H 5.030 4.614 -3.276
H 5.602 3.165 -4.348
H 4.354 4.321 -4.868
H 6.835 3.101 -6.242
H 8.200 4.210 -5.976
H 6.839 4.640 -7.030
C 5.833 5.238 1.318
C 4.416 5.883 1.357
C 4.078 7.128 0.502
O 3.555 5.409 2.070
H 6.412 5.889 1.974
H 6.266 5.167 0.320
H 5.715 4.222 1.696
H 3.061 7.034 0.121
H 4.753 7.161 -0.353
H 4.240 7.965 1.181
C 6.874 -1.333 2.648
C 8.105 -0.799 2.152
N 9.105 -0.335 1.737
H 6.249 -0.455 2.814
H 7.168 -1.743 3.614
H 6.455 -1.980 1.877
C -5.125 -2.809 6.687
C -4.533 -4.033 7.136
N -4.016 -5.080 7.426
H -5.968 -3.275 6.176
H -4.448 -2.312 5.994
H -5.411 -2.224 7.561
C -0.806 -3.184 -6.341
C -0.834 -3.877 -7.624
N -0.784 -4.367 -8.654
H -0.628 -4.052 -5.707
H -1.659 -2.539 -6.129
H 0.074 -2.584 -6.106
C -3.853 5.470 3.488
C -4.176 4.203 4.286
N -4.426 3.244 4.898
H -3.061 5.220 2.782
H -3.550 6.280 4.152
H -4.802 5.811 3.073
C -1.894 4.473 -4.694
C -2.095 5.309 -3.486
N -2.217 5.941 -2.559
H -2.574 4.573 -5.540
H -1.914 3.426 -4.391
H -0.848 4.671 -4.929
```

- HOMO energy: -9.40 eV
- LUMO energy: -0.099 eV
- Structure (SMILES): O=S1(=O)CCCC1.O=S1(=O)CCCC1.CC(C)=O.CC(C)=O.CC#N.CC#N.CC#N.CC#N.CC#N

Which charges does Löwdin predict for the atoms? In e, they are: -0.35 0.71 -0.35 -0.19 -0.16 -0.22 -0.27 0.09 0.09 0.10 0.10 0.11 0.12 0.11 0.11 -0.36 0.74 -0.33 -0.22 -0.25 -0.22 -0.20 0.09 0.10 0.12 0.10 0.12 0.12 0.10 0.10 -0.01 -0.50 -0.03 0.05 0.08 0.07 0.09 0.07 0.09 0.09 -0.02 -0.47 -0.02 0.04 0.08 0.07 0.08 0.08 0.07 0.08 -0.08 -0.31 0.12 0.09 0.09 0.09 -0.08 -0.30 0.11 0.09 0.09 0.09 -0.08 -0.29 0.13 0.08 0.08 0.08 -0.06 -0.26 0.10 0.08 0.07 0.07 -0.07 -0.29 0.12 0.08 0.07 0.08

ORCA calculation (wB97M-V/def2-TZVPD) on a cluster of 2 separate species, C4H8NO3 in total.

```
16
C4H8NO3 | the Open Molecules 2025 dataset | wB97M-V/def2-TZVPD
C 0.729 -1.681 0.239
C 0.287 -1.604 1.680
O 0.212 -2.576 2.409
N -0.372 -0.448 2.005
H -0.922 -0.346 2.839
H -0.280 0.353 1.402
H 1.762 -1.982 0.096
H 0.615 -0.732 -0.331
H 0.113 -2.535 -0.042
C -1.571 1.349 -1.942
C -0.002 1.666 -1.445
O 0.532 0.904 -0.675
O 0.366 2.615 -2.157
H -1.457 1.391 -3.024
H -2.297 2.106 -1.711
H -1.716 0.360 -1.523
```

- HOMO energy (alpha / beta): -9.32 / -9.32 eV
- <S²>: 0.756
- Relative energy (zero: lowest compared OMol25 entry of this formula, charge and spin): 19.0 kcal per mole
- LUMO energy (alpha / beta): 0.427 / -3.821 eV
- Spin multiplicity: 2

Which charges does Löwdin predict for the atoms? In e, they are: -0.01 -0.59 0.02 0.15 0.10 0.07 0.08 0.03 0.09 0.10 -0.56 0.05 0.23 0.08 0.08 0.09

ORCA calculation (wB97M-V/def2-TZVPD) on a cluster of 2 separate species, C4H8O in total.

```
13
C4H8O | the Open Molecules 2025 dataset | wB97M-V/def2-TZVPD
C -1.647 -0.499 -0.024
C -0.544 0.329 -0.703
C 1.204 0.874 0.438
C 1.695 -0.470 0.241
O 0.954 -1.358 -0.148
H -1.661 -0.351 1.059
H -1.578 -1.578 -0.211
H -2.633 -0.160 -0.394
H -0.230 -0.105 -1.658
H -0.783 1.369 -0.750
H 2.000 1.661 0.561
H 0.462 1.007 1.209
H 2.761 -0.719 0.380
```

- HOMO energy: -9.01 eV
- Relative energy (zero: lowest compared OMol25 entry of this formula, charge and spin): 83.7 kcal per mole
- LUMO energy: 0.335 eV

Which charges does Löwdin predict for the atoms? In e, they are: -0.13 -0.07 -0.02 -0.35 -0.04 0.07 0.07 0.08 0.09 0.05 0.08 0.06 0.11

ORCA calculation (wB97M-V/def2-TZVPD) on the ion C14H13N4O7 with charge -1.

```
38
C14H13N4O7 | the Open Molecules 2025 dataset | wB97M-V/def2-TZVPD
C 2.912 2.256 -0.780
N 1.710 2.052 0.017
C 0.822 1.043 -0.404
O 1.193 0.418 -1.395
C -0.433 0.803 0.330
C -0.749 -0.929 0.822
C -2.036 -0.895 1.496
N -1.962 -0.388 2.783
O -2.950 -0.271 3.565
O -0.791 -0.074 3.152
C -0.638 -1.847 -0.351
C 0.569 -2.553 -0.610
C 0.738 -3.251 -1.800
C -0.299 -3.240 -2.749
N -0.043 -3.816 -4.025
O -0.905 -3.757 -4.928
O 1.057 -4.365 -4.251
C -1.518 -2.590 -2.497
C -1.695 -1.945 -1.287
C -0.732 1.880 1.291
O -1.873 2.155 1.738
N 0.323 2.638 1.832
C -0.001 3.559 2.912
C 1.530 2.838 1.159
O 2.361 3.658 1.523
H 3.549 3.003 -0.310
H 3.494 1.331 -0.888
H 2.658 2.593 -1.792
H -1.320 0.695 -0.410
H 0.162 -0.775 1.361
H -3.012 -1.393 1.173
H 1.392 -2.447 0.099
H 1.646 -3.797 -2.014
H -2.293 -2.606 -3.261
H -2.619 -1.367 -1.108
H 0.901 4.098 3.203
H -0.776 4.279 2.617
H -0.371 3.009 3.788
```

- HOMO energy: -4.24 eV
- Charge: -1
- LUMO energy: 1.309 eV
- Structure (SMILES): CN1C(=O)C([C@@H](C=[N+]([O-])[O-])c2ccc([N+](=O)[O-])cc2)C(=O)N(C)C1=O

Which charges does Löwdin predict for the atoms? In e, they are: -0.03 0.02 -0.37 0.06 -0.03 -0.16 -0.08 -0.44 -0.07 -0.08 -0.16 0.00 0.02 -0.17 -0.33 0.03 0.03 0.01 -0.02 -0.37 0.04 0.02 -0.02 -0.42 0.05 0.08 0.09 0.09 0.18 0.12 0.13 0.12 0.11 0.12 0.12 0.08 0.09 0.10

ORCA calculation (wB97M-V/def2-TZVPD) on the ion C10H13BNO3 with charge -1.

```
28
C10H13BNO3 | the Open Molecules 2025 dataset | wB97M-V/def2-TZVPD
N 4.874 -0.786 -0.340
C 3.342 -0.688 -0.197
O 2.761 -1.362 0.802
C 2.575 0.207 -1.342
C 1.989 1.659 -0.755
B 0.508 1.262 -0.075
O 0.083 2.201 0.982
C -1.099 1.605 1.690
O -1.441 1.992 2.922
C -2.028 0.392 1.020
C -3.193 0.807 -0.055
C -4.090 -0.370 -0.766
C -3.814 -1.980 -0.408
C -2.652 -2.435 0.699
C -1.766 -1.211 1.395
H 5.194 0.198 -0.168
H 5.155 -1.417 0.449
H 1.594 -0.407 -1.633
H 3.191 0.329 -2.330
H 2.705 2.124 0.055
H 1.779 2.353 -1.674
H 0.691 0.185 0.420
H -0.252 1.220 -0.979
H -3.332 1.969 -0.269
H -4.890 -0.038 -1.553
H -4.482 -2.769 -0.989
H -2.504 -3.577 0.926
H -0.897 -1.463 2.172
```

- HOMO energy: -4.87 eV
- Charge: -1
- Relative energy (zero: lowest compared OMol25 entry of this formula, charge and spin): 229.7 kcal per mole
- LUMO energy: 3.048 eV

Which charges does Löwdin predict for the atoms? In e, they are: 0.03 -0.32 -0.08 -0.16 -0.18 -0.65 -0.04 -0.25 -0.06 -0.06 -0.03 -0.09 -0.10 -0.07 0.00 0.08 0.07 0.12 0.10 0.09 0.08 0.06 0.06 0.11 0.06 0.06 0.07 0.11

ORCA calculation (wB97M-V/def2-TZVPD) on a structure of composition C82H56F3N5O2TeTi.

```
150
C82H56F3N5O2TeTi | the Open Molecules 2025 dataset | wB97M-V/def2-TZVPD
Ti -0.343 0.091 0.541
C 6.875 2.890 2.934
C 6.386 1.925 3.802
C 5.147 1.336 3.580
C 4.358 1.683 2.476
C 4.858 2.684 1.630
C 6.093 3.271 1.848
C 3.072 1.035 2.179
C 1.896 1.885 2.013
C 1.864 3.242 2.338
C 0.520 3.575 2.585
C -0.222 2.436 2.378
N 0.590 1.388 1.959
C -1.628 2.323 2.874
C -2.675 2.625 2.139
C -3.687 2.481 1.323
C -4.178 0.658 -0.545
C -3.222 -0.319 -0.499
C -2.869 -1.511 -1.201
C -3.917 -2.017 -2.106
C -4.457 -3.308 -1.989
C -5.512 -3.729 -2.782
C -6.083 -2.872 -3.717
C -5.579 -1.585 -3.834
C -4.517 -1.166 -3.044
C -1.725 -2.281 -0.894
N -0.681 -1.930 -0.067
C 0.142 -3.053 0.043
C 1.257 -3.289 0.859
C 1.747 -4.702 0.935
C 1.239 -5.577 1.889
C 1.717 -6.879 1.984
C 2.711 -7.320 1.122
C 3.227 -6.450 0.169
C 2.754 -5.148 0.082
C 2.054 -2.404 1.588
C 3.139 -2.627 2.441
C 3.723 -1.414 2.789
C 2.994 -0.352 2.184
N 1.940 -0.997 1.511
C -0.374 -4.083 -0.811
C -1.481 -3.598 -1.424
N -1.898 -0.182 1.669
C -1.778 1.928 4.302
C -3.013 1.971 4.950
C -3.148 1.542 6.259
C -2.046 1.057 6.952
C -0.811 1.016 6.320
C -0.676 1.449 5.009
H 7.842 3.347 3.107
H 6.966 1.634 4.671
H 4.771 0.617 4.293
H 4.263 2.979 0.774
H 6.454 4.027 1.159
H 2.721 3.874 2.505
H 0.130 4.523 2.926
H -4.298 3.312 0.975
H -4.962 0.894 -1.252
H -4.056 -3.973 -1.235
H -5.905 -4.732 -2.658
H -6.912 -3.199 -4.332
H -6.012 -0.900 -4.555
H -4.125 -0.164 -3.164
H 0.459 -5.228 2.554
H 1.311 -7.549 2.733
H 3.086 -8.334 1.196
H 4.007 -6.785 -0.505
H 3.165 -4.453 -0.638
H 3.449 -3.602 2.783
H 4.555 -1.297 3.460
H 0.073 -5.055 -0.949
H -2.074 -4.093 -2.175
H -3.876 2.339 4.412
H -4.119 1.578 6.738
H -2.152 0.705 7.972
H 0.056 0.636 6.847
H 0.287 1.400 4.516
C 4.372 3.337 -2.760
C 3.679 2.191 -2.069
C 4.398 1.222 -1.394
C 3.777 0.166 -0.715
C 4.567 -1.052 -0.411
O 4.066 -2.156 -0.423
C 6.068 -0.901 -0.334
C 6.842 -1.163 -1.459
C 8.218 -0.994 -1.415
C 8.829 -0.562 -0.245
C 8.058 -0.310 0.882
C 6.681 -0.478 0.838
C 2.391 0.235 -0.601
O 1.556 -0.539 0.219
C 1.632 1.091 -1.389
C 2.294 2.054 -2.133
C 0.159 0.755 -1.461
N -0.811 1.498 -0.783
C -0.571 2.912 -0.596
C -0.888 3.719 -1.855
Te -2.952 3.564 -2.405
C -2.641 3.338 -4.482
C -1.533 3.868 -5.139
C -1.327 3.620 -6.490
C -2.236 2.861 -7.212
C -3.357 2.352 -6.569
C -3.553 2.583 -5.216
C -0.181 -0.050 -2.655
C 0.671 -1.051 -3.139
C 0.348 -1.789 -4.267
C -0.826 -1.537 -4.965
C -1.677 -0.540 -4.503
C -1.366 0.181 -3.362
H 5.445 3.317 -2.566
H 3.980 4.292 -2.406
H 4.222 3.300 -3.842
H 5.481 1.252 -1.415
H 6.360 -1.496 -2.371
H 8.814 -1.192 -2.298
H 9.902 -0.418 -0.214
H 8.523 0.035 1.797
H 6.075 -0.270 1.708
H 1.729 2.699 -2.797
H 0.477 3.119 -0.329
H -1.184 3.284 0.222
H -0.329 3.333 -2.708
H -0.645 4.770 -1.706
H -0.821 4.481 -4.601
H -0.448 4.024 -6.977
H -2.068 2.659 -8.262
H -4.070 1.749 -7.119
H -4.413 2.149 -4.719
H 1.586 -1.285 -2.606
H 1.017 -2.576 -4.595
H -1.079 -2.114 -5.846
H -2.600 -0.331 -5.032
H -2.040 0.944 -2.988
F -9.910 -0.352 3.139
C -8.798 -0.884 3.707
F -8.863 -0.538 5.013
F -8.961 -2.220 3.656
C -7.541 -0.422 3.051
C -6.902 -1.206 2.096
C -5.786 -0.726 1.439
C -5.263 0.544 1.715
C -5.904 1.300 2.697
C -7.033 0.832 3.351
C -4.079 1.064 0.920
C -2.835 0.074 0.888
H -7.279 -2.195 1.869
H -5.304 -1.344 0.691
H -5.518 2.278 2.947
H -7.518 1.445 4.101
```

- HOMO energy (alpha / beta): -0.38 / -0.33 eV
- Charge: -2
- LUMO energy (alpha / beta): 3.541 / 3.540 eV

These are the Löwdin partial charges, in e, on atoms 1 to 99: 1.07 -0.13 -0.11 -0.05 -0.18 -0.05 -0.09 -0.10 -0.24 -0.05 -0.07 -0.33 0.03 -0.14 0.03 -0.04 -0.03 -0.17 -0.11 -0.17 -0.05 -0.11 -0.13 -0.10 -0.05 -0.22 0.04 -0.21 -0.08 -0.21 -0.03 -0.10 -0.12 -0.09 -0.02 -0.19 -0.02 -0.04 -0.18 0.05 -0.02 -0.03 0.07 -0.15 -0.03 -0.10 -0.12 -0.09 -0.01 0.09 0.09 0.10 0.11 0.09 0.09 0.10 0.11 0.09 0.11 0.09 0.08 0.09 0.09 0.12 0.09 0.09 0.09 0.11 0.11 0.08 0.10 0.09 0.09 0.09 0.09 0.10 0.12 -0.05 -0.26 0.01 -0.05 -0.28 0.13 -0.15 -0.04 -0.10 -0.11 -0.07 0.00 -0.12 -0.12 -0.10 0.04 -0.33 -0.09 -0.34 -0.46 1.31 -0.56

ORCA calculation (wB97M-V/def2-TZVPD) on a structure of composition C30H45AuBrO2P2.

```
81
C30H45AuBrO2P2 | the Open Molecules 2025 dataset | wB97M-V/def2-TZVPD
Au 1.258 -0.168 -3.527
C -0.112 2.402 -1.238
C -0.007 2.400 -2.626
C -1.072 0.431 -1.937
C -0.758 1.187 -0.810
C -0.527 1.113 -3.141
C 0.367 3.453 -0.308
H 0.963 4.199 -0.845
H 0.991 3.019 0.487
H -0.471 3.965 0.185
C -0.993 0.793 0.597
H -0.712 1.594 1.295
H -0.408 -0.109 0.847
H -2.052 0.548 0.768
C -1.749 -0.880 -1.893
H -2.714 -0.806 -1.367
H -1.137 -1.611 -1.338
H -1.932 -1.287 -2.895
C -1.276 1.066 -4.438
H -2.248 1.579 -4.374
H -1.455 0.027 -4.733
H -0.691 1.547 -5.228
C 0.538 3.499 -3.449
H -0.089 4.401 -3.362
H 0.584 3.218 -4.508
H 1.553 3.785 -3.129
C 2.673 -1.455 3.197
C 2.864 -0.156 2.927
C 4.066 0.449 2.254
C 4.813 -0.497 1.288
C 3.856 -1.432 0.554
C 4.101 -2.873 0.765
C 3.912 -3.386 1.998
C 3.710 -2.559 3.247
H 4.795 0.821 2.996
H 5.527 -1.092 1.871
H 3.723 1.346 1.717
H 4.675 -2.161 3.611
H 1.706 -1.756 3.620
H 2.140 0.576 3.306
H 3.348 -3.260 4.019
H 1.801 -3.921 1.601
H 4.380 -3.502 -0.085
H 3.998 -4.468 2.169
H 5.403 0.101 0.574
H 2.829 -1.215 0.860
P 3.361 -0.900 -1.317
C 5.004 -0.680 -2.051
C 2.701 0.712 -0.868
P 2.165 -2.091 -3.761
C 2.606 -2.409 -1.991
C 3.661 -2.225 -4.787
C 1.119 -3.483 -4.283
H 5.624 -1.571 -1.887
H 5.491 0.182 -1.573
H 4.957 -0.481 -3.127
H 2.352 1.198 -1.793
H 3.444 1.370 -0.392
H 1.839 0.614 -0.197
H 1.745 -4.313 -4.643
H 0.468 -3.152 -5.102
H 0.500 -3.822 -3.441
H 1.699 -2.618 -1.398
H 3.280 -3.276 -1.918
H 3.379 -2.714 -5.728
H 4.441 -2.819 -4.296
H 4.043 -1.223 -5.017
Br -0.294 -2.922 4.533
C -1.587 -2.738 3.157
C -2.907 -2.438 3.494
C -3.889 -2.327 2.500
C -3.552 -2.534 1.161
C -2.244 -2.854 0.812
C -1.241 -2.897 1.793
C 0.177 -2.935 1.380
O 0.849 -4.004 1.844
O 0.689 -2.061 0.665
H -3.165 -2.286 4.536
H -4.911 -2.088 2.783
H -4.302 -2.451 0.377
H -1.972 -3.091 -0.218
```

- HOMO energy (alpha / beta): -6.71 / -10.52 eV
- <S²>: 2.015
- Charge: +1
- Relative energy (zero: lowest compared OMol25 entry of this formula, charge and spin): 0.0 kcal per mole
- LUMO energy (alpha / beta): -1.901 / -4.432 eV
- Spin multiplicity: 3

Which charges does Löwdin predict for the atoms? In e, they are: 0.69 -0.20 -0.21 -0.18 -0.19 -0.43 -0.02 0.08 0.08 0.10 -0.01 0.08 0.07 0.10 -0.02 0.10 0.07 0.09 -0.10 0.09 0.06 0.07 -0.02 0.11 0.08 0.10 -0.13 -0.11 -0.18 -0.17 -0.37 -0.11 -0.11 -0.16 0.13 0.12 0.09 0.13 0.00 0.11 0.12 0.10 0.10 0.12 0.10 0.05 0.85 -0.20 -0.23 0.56 -0.47 -0.27 -0.27 0.07 0.05 0.03 -0.01 0.06 0.05 0.05 0.04 0.04 0.05 0.06 0.05 0.05 0.03 0.89 -0.57 -0.10 -0.05 -0.07 -0.03 -0.17 -0.47 0.10 0.05 0.11 0.11 0.11 0.11